1.
ORCA calculation (wB97M-V/def2-TZVPD) on C16H25Br39N6O3 as an isolated structure at a distorted geometry.

```
! wB97M-V def2-TZVPD RIJCOSX def2/J DEFGRID3
* xyz 0 1
Br -0.0079 5.0068 0.5066
Br -3.7483 -2.5410 5.9973
Br -7.6981 -4.7957 2.1855
Br -4.7652 -5.1951 3.5771
Br -6.6761 0.3598 4.6721
Br 6.1686 -0.8193 -2.4469
Br -6.3103 2.7022 1.6338
Br -1.8569 -0.6364 4.2133
Br -4.0429 -1.7629 -5.5299
Br 3.6863 -2.5957 -3.1264
Br -8.5382 -0.8680 2.1766
Br -1.3422 -3.7659 4.4699
Br -5.5341 -6.8957 0.9517
Br -5.4352 -1.5970 2.2695
Br -3.3108 6.7067 -2.4857
Br 4.7683 3.7281 -3.3500
Br -2.3295 -0.4994 -0.0306
Br 0.4364 2.9314 -5.8027
Br 3.5622 -0.8080 -8.0216
Br -2.9831 0.9646 -6.6356
Br -2.8482 5.1850 1.9346
Br -2.1224 -4.5248 0.8557
Br 0.6148 5.0276 -3.4337
Br -0.5072 3.7021 3.4348
Br -9.2214 2.6720 0.3112
Br -5.8725 6.1589 -0.6007
Br 3.8376 4.6684 -0.4138
Br 2.1339 -3.2911 -6.4711
Br -4.3330 3.6679 -1.8373
Br 0.3928 -0.7093 -1.6744
Br 0.3447 -0.6841 -7.6089
Br 6.7628 5.4838 -1.6325
Br -1.2277 2.3659 -3.0985
Br -4.5134 1.0607 -3.7738
Br -6.7329 1.0968 -1.1168
Br 3.5379 0.5485 -3.7936
Br 0.4410 0.9746 1.0908
Br -1.5926 -4.3525 -2.4008
Br -4.5795 -3.7616 -1.1255
O 3.9068 -4.1984 2.5404
O 6.4987 0.3414 4.9459
O 3.9180 0.1460 0.6830
N 4.5122 -2.9863 0.7437
N 5.0780 -1.5346 4.9969
N 6.5962 -1.2092 3.2781
N 4.4067 1.7928 2.2162
N 5.9699 1.0412 0.6220
N 2.7372 -2.2788 2.1430
C -7.2919 2.5451 -0.0345
C -4.1532 5.5051 -1.2113
C -5.8405 -5.2715 1.9670
C 0.3626 3.1942 -3.8826
C -3.3870 0.0391 -5.0705
C -6.9791 -1.0893 3.3239
C 2.0459 -1.3822 -6.9175
C 4.2375 -0.8965 -2.5852
C 6.0765 -0.6717 4.4316
C -2.8600 -4.6561 -0.9590
C -0.3809 -0.4982 0.0700
C 4.6924 1.0205 1.1542
C -2.5563 -2.3914 4.4049
C 4.8484 5.0979 -2.0474
C -1.2585 4.1310 1.7822
C 3.7082 -3.2185 1.8218
H -6.9868 3.3989 -0.6267
H -1.7016 3.2801 1.3680
H 2.1501 -0.8358 -5.9348
H 4.3284 6.0413 -2.3331
H 2.5402 -1.4211 1.6823
H 7.1880 -0.6167 2.7149
H 6.0760 0.5628 -0.2321
H 5.1864 -2.4504 4.5539
H 5.2132 -3.6375 0.4117
H 2.0764 -2.8166 2.6476
H 5.1402 2.3063 2.5962
H -3.5418 5.3646 -0.3272
H 3.5615 1.7282 2.7020
H 6.2296 -2.0762 2.9307
H 1.1345 2.5579 -3.4469
H -0.1543 -1.3668 0.6497
H 3.9515 -0.7210 -1.5712
H -2.4205 -0.0961 -4.5472
H -3.2510 -2.5467 3.5059
H 5.0833 -1.6397 6.0311
H -7.2282 -1.9123 3.9429
H 4.1994 -2.3604 0.0415
H -3.1370 -5.6691 -1.0448
H -5.5067 -4.4565 1.3297
H 6.4234 1.9026 0.6698
*
```

Summary:
* relative energy (zero: lowest compared OMol25 entry of this formula, charge and spin): 0.0 kJ/mol
* orbital gap: 9.1 eV
* HOMO: -9.87 eV
* lowest unoccupied orbital energy: -0.785 eV

---

2.
ORCA calculation (wB97M-V/def2-TZVPD) on a 6-piece molecular cluster, C16H25Cl10NO2 overall at a distorted geometry.

```
! wB97M-V def2-TZVPD RIJCOSX def2/J DEFGRID3
* xyz 0 1
Cl -3.1423 -17.9301 -9.0258
Cl -3.7618 -18.3707 -27.0777
Cl -5.5580 -15.1494 -16.1589
Cl -0.6431 -19.1028 -7.0996
Cl -1.5976 -16.4275 -17.1834
Cl -3.0934 -20.2453 -23.2430
Cl 2.5100 -20.9190 -12.9663
Cl 2.1831 -24.1529 -13.7102
Cl -4.2737 -12.2578 -21.7317
Cl -4.1491 -9.4852 -19.9462
O -18.3355 -12.3486 -18.7845
O -17.4404 -12.3575 -16.8138
N -17.3203 -12.3515 -18.0502
C -3.3984 -18.7529 -7.4268
C -3.9054 -9.6063 -21.6786
C -4.2299 -19.1082 -25.6170
C -2.1639 -18.3303 -6.5672
C -13.5789 -12.1356 -18.4384
C -2.9259 -19.7157 -25.0067
C -14.8468 -12.1785 -17.8532
C 0.9483 -21.7906 -12.8438
C -15.8060 -12.1576 -20.0950
C -3.8088 -15.2836 -16.0948
C -3.3032 -10.9290 -22.1828
C -13.4633 -11.9854 -19.8522
C 1.2948 -23.2150 -12.4003
C -16.0026 -12.1851 -18.7062
C -14.5538 -11.9969 -20.6613
C -3.3322 -16.6395 -16.7926
H -2.3435 -11.1359 -21.7092
H -4.8052 -18.3443 -25.0941
H -3.3501 -15.1360 -15.1171
H -3.2238 -8.8489 -22.0656
H -3.8447 -16.8051 -17.7403
H -4.9486 -19.9147 -25.7624
H 0.4214 -21.1408 -12.1451
H -3.3064 -19.8375 -7.4855
H -2.3192 -18.5606 -5.5132
H -3.5650 -17.4327 -16.0822
H -16.6469 -12.4041 -20.7263
H -14.9242 -12.1525 -16.7763
H -4.9008 -9.4451 -22.0925
H -4.3272 -18.4299 -6.9566
H -12.5141 -11.9105 -20.3618
H -2.6657 -20.6452 -25.5131
H 0.3844 -21.7049 -13.7726
H -1.8948 -17.2747 -6.6059
H -3.4657 -14.5655 -16.8396
H -2.1061 -19.0003 -25.0721
H -12.8055 -11.9362 -17.7114
H -3.0546 -10.9794 -23.2429
H 0.3946 -23.7752 -12.1476
H -14.5834 -12.0308 -21.7404
H 1.9822 -23.1926 -11.5547
*
```

Summary:
* relative energy (zero: lowest compared OMol25 entry of this formula, charge and spin): 159.8 kJ/mol
* orbital gap: 9.4 eV
* HOMO: -10.20 eV
* lowest unoccupied orbital energy: -0.768 eV
* SMILES: O=[N+]([O-])c1ccccc1.ClCCCl.ClCCCl.ClCCCl.ClCCCl.ClCCCl

---

3.
ORCA calculation (wB97M-V/def2-TZVPD) on C16H25Cl2N5Sn as an isolated structure.

```
! wB97M-V def2-TZVPD RIJCOSX def2/J DEFGRID3
* xyz 4 1
Sn -0.2559 -0.3109 0.2904
Cl 0.9369 0.1228 2.8000
Cl -1.9395 -0.1099 2.7071
N -0.4781 -2.3910 0.9503
N -1.6290 -1.0615 -1.3044
N -1.5747 1.3481 -0.0857
N 0.9840 1.3772 -0.2230
N 1.6560 -1.1078 -0.2994
C 0.4254 2.5867 -0.1856
C -1.6759 -2.9819 0.2624
C 2.2797 1.1627 -0.4324
C 3.1436 2.2412 -0.5530
C -2.9432 -0.2878 -1.2968
C -1.0864 2.5384 -0.1908
C 2.6046 3.5235 -0.4451
C -1.9009 3.7542 -0.4261
C 3.9967 -0.7147 -0.9526
C -0.5532 0.1944 3.7968
C 1.2280 3.7108 -0.2856
C 1.7130 -2.5721 -0.3334
C 0.8319 -3.1311 0.7889
C -2.9533 0.9261 -0.3293
C -1.7454 -2.5597 -1.1953
C 2.6312 -0.3019 -0.5564
H -1.6422 -4.0685 0.3494
H 3.2569 4.3867 -0.5164
H 3.9944 -1.6413 -1.5247
H 1.3796 -2.9150 -1.3162
H -2.6963 -2.8852 -1.6179
H -2.4924 3.6453 -1.3409
H -0.6500 1.1911 4.2164
H -2.5639 -2.6416 0.8009
H 0.6159 -4.1831 0.6020
H 2.7300 -2.9333 -0.1875
H -1.2990 4.6513 -0.5241
H -3.4255 0.6770 0.6215
H 1.3536 -3.0644 1.7427
H 4.6015 -0.8779 -0.0496
H -0.6887 -2.3889 1.9472
H 4.4916 0.0559 -1.5398
H -3.7438 -0.9749 -1.0287
H 4.2029 2.1070 -0.7288
H 0.8189 4.7115 -0.2538
H -3.5412 1.7293 -0.7706
H -1.1961 -0.8723 -2.2088
H -3.1209 0.0412 -2.3184
H -2.6084 3.8941 0.3975
H -0.5130 -0.5887 4.5485
H -0.9596 -3.0112 -1.8011
*
```

Summary:
* orbital gap: 8.5 eV
* HOMO: -23.19 eV
* lowest unoccupied orbital energy: -14.681 eV

---

4.
ORCA calculation (wB97M-V/def2-TZVPD) on a 3-piece molecular cluster, C16H25ClF9O12P2S overall at a distorted geometry.

```
! wB97M-V def2-TZVPD RIJCOSX def2/J DEFGRID3
* xyz -1 1
Cl 1.8700 -1.1308 -1.8799
S -2.0585 1.2149 -1.8403
P 2.6803 4.3720 4.0786
P 1.3984 -6.0683 -2.1769
F -5.1493 2.2108 -0.3035
F -4.7629 1.4398 -2.9587
F -5.8936 0.6167 1.3752
F -5.5200 -0.5067 -2.5756
F -6.8287 1.7994 -1.5531
F -3.2285 -1.0766 -2.1866
F -7.7350 0.4371 0.3279
F -3.5271 -0.3452 -0.1733
F -6.2110 -1.0232 0.0000
O -0.1607 -5.7645 -2.3085
O 1.4110 5.2880 4.2469
O 0.4524 4.1072 -0.4149
O 1.9428 -4.7756 -1.4678
O 1.7216 -7.3431 -1.5239
O 3.0949 4.1243 5.5957
O 2.4953 3.1632 3.2732
O 3.7735 5.3883 3.5150
O -1.8903 1.1278 -3.2819
O 1.3460 -1.5828 0.6531
O -2.4918 2.5785 -1.5376
O 1.9756 -5.8903 -3.6485
C -6.4183 0.2693 0.1921
C 0.6336 5.5485 3.0685
C -5.7890 1.2114 -0.8986
C -0.9820 -6.7285 -2.9582
C 2.1191 -7.0439 -4.4727
C -0.2319 1.7126 0.1393
C -0.5432 -0.6719 -0.4962
C 5.0877 4.8941 3.2792
C 0.9113 -1.1771 -0.3459
C 3.8900 2.9821 5.9079
C 0.6742 3.3451 -1.7381
C -0.5109 0.7762 -1.0936
C 1.7893 -4.6962 -0.0462
C 0.8885 2.7632 -0.3004
C -3.4825 0.0540 -1.4642
C -4.9017 0.5366 -1.9808
H 1.2137 6.1297 2.3519
H 3.6526 2.1398 5.2581
H -0.3339 3.6187 -2.0609
H 2.9196 -6.8517 -5.1849
H -1.9910 -6.6460 -2.5595
H 5.6856 4.9954 4.1874
H 1.9325 2.5724 0.0104
H 0.7326 -4.6472 0.2196
H 5.5434 5.4896 2.4908
H -1.0428 -1.4081 -1.1492
H 1.1947 -7.2255 -5.0231
H -0.9832 -0.6786 0.5163
H 2.2553 -5.5572 0.4340
H 2.3782 -7.9256 -3.8861
H 5.0700 3.8490 2.9643
H 2.2843 -3.7918 0.2942
H 1.4757 3.9339 -2.2020
H 3.6814 2.6974 6.9377
H 0.2126 1.1532 0.9786
H -1.1050 2.3198 0.4203
H -0.6178 -7.7436 -2.7867
H -1.0096 -6.5229 -4.0299
H 0.3091 4.6147 2.6111
H -0.2449 6.1179 3.3623
H 4.9488 3.2300 5.8187
*
```

Summary:
* orbital gap: 6.5 eV
* HOMO: -4.21 eV
* lowest unoccupied orbital energy: 2.334 eV

---

5.
ORCA calculation (wB97M-V/def2-TZVPD) on C16H25ClI2MnN3P2 as an isolated structure at a distorted geometry.

```
! wB97M-V def2-TZVPD RIJCOSX def2/J DEFGRID3
* xyz 2 5
I 0.9054 -2.3104 -0.6545
I -0.8781 2.3146 1.1114
Mn 0.0070 0.0203 0.0662
Cl 0.3888 1.0572 -1.9446
P -2.1682 -0.5181 -1.0117
P 2.2613 0.7672 0.5870
N 0.3730 -7.1216 8.5027
N -0.4450 -1.0346 1.9613
N -0.6454 -2.4153 3.6960
C 2.8338 0.1312 2.2001
C -0.4209 -3.4602 4.6093
C 0.1158 -2.0578 2.6246
C 0.0398 -5.3811 6.5946
C 0.2571 -6.3491 7.6332
C -1.4488 -3.8093 5.4945
C -1.2105 -4.7538 6.4885
C 1.0546 -5.0539 5.6844
C 0.8207 -4.1082 4.6762
C -3.2175 0.9449 -1.3526
C -1.7199 -1.5193 3.7369
C -2.0660 -1.3318 -2.6480
C 2.5188 2.5797 0.6964
C -1.6013 -0.7156 2.6586
C 3.5577 0.2663 -0.6023
C -3.2704 -1.6451 -0.0876
H 2.1142 3.0470 -0.2082
H 2.0333 -5.5311 5.7503
H 3.5914 2.7995 0.7866
H 2.1178 0.4413 2.9725
H -2.7273 -2.5762 0.1150
H -3.0696 -1.3448 -3.0954
H -1.6859 -2.3522 -2.5232
H 1.9715 2.9682 1.5630
H 3.8292 0.5459 2.4103
H 3.7094 -0.8182 -0.5573
H -4.1633 -1.8470 -0.6959
H -3.5383 1.3923 -0.4042
H 2.8753 -0.9651 2.1651
H -1.9917 -5.0164 7.1950
H -1.3738 -0.7716 -3.2858
H -2.6298 1.6869 -1.9060
H -2.4763 -1.5251 4.5077
H -2.2555 0.0839 2.3491
H 4.4844 0.8002 -0.3492
H -2.4405 -3.3565 5.4055
H -4.0884 0.6325 -1.9455
H -3.5554 -1.1834 0.8652
H 3.2352 0.5361 -1.6152
H 1.6022 -3.8625 3.9550
H 0.9858 -2.6253 2.3325
*
```

Summary:
* orbital gap (alpha / beta): 4.6 / 3.1 eV
* HOMO (alpha / beta): -14.19 / -14.19 eV
* lowest unoccupied orbital energy (alpha / beta): -9.590 / -11.048 eV

---

6.
ORCA calculation (wB97M-V/def2-TZVPD) on C16H25F10GaI2NO2 as an isolated structure at a distorted geometry.

```
! wB97M-V def2-TZVPD RIJCOSX def2/J DEFGRID3
* xyz -1 1
I 3.1215 -1.4968 1.0246
I 2.8523 1.4422 5.1123
Ga 1.1800 1.5301 1.8760
F 2.5384 3.6796 -1.5417
F 2.4064 5.8349 2.5496
F -2.4360 2.0708 1.3917
F 0.4279 2.5334 -0.6980
F 2.1202 1.1881 -0.8194
F 2.2934 5.6903 -0.3162
F 4.1270 5.7188 1.3510
F 3.8054 2.9795 0.0368
F 0.9177 4.6694 0.9433
F 3.4580 4.0110 2.4630
O -1.7779 -1.7719 -0.2293
O -0.9301 -2.6104 -4.6291
N -2.9212 -3.5854 -2.5902
C -0.7976 -1.5412 -1.2266
C 2.5899 0.0958 2.3967
C -1.5735 2.0923 3.6115
C 4.2919 -0.9762 3.9061
C 3.2323 0.0377 3.5276
C -3.5016 -3.1930 -1.3045
C -0.6169 0.5305 1.7789
C 1.5668 2.1864 -0.0541
C -0.0680 -3.7170 -4.4537
C 3.0956 5.0232 1.7479
C -2.2866 -2.9487 -4.8837
C -3.1755 -2.6593 -3.6870
C 2.1689 4.6643 0.5374
C -3.1080 -1.8474 -0.6929
C 2.5641 3.3574 -0.2201
C -1.8264 1.2688 2.3612
H -1.1503 3.0546 3.3317
H -2.5152 2.2947 4.1258
H 4.8582 -0.5859 4.7494
H -3.2205 -3.9697 -0.5888
H 0.0636 -1.0675 -0.7531
H -2.3878 -3.9868 -5.2165
H -2.9932 -1.6185 -3.3950
H -0.1962 -4.1787 -3.4694
H -0.4515 -2.4904 -1.6458
H -2.5801 0.5176 2.6305
H -3.7303 -1.7119 0.1968
H -0.5533 -0.4377 2.2806
H -0.8999 1.5582 4.2787
H -3.3365 -0.9997 -1.3504
H 1.1390 2.7083 2.9315
H -1.1598 -0.8809 -2.0183
H -4.5930 -3.2278 -1.3984
H 3.8651 -1.9484 4.1362
H -2.6127 -2.3066 -5.7077
H -4.2230 -2.7483 -3.9934
H 5.0024 -1.0450 3.0872
H 0.9559 -3.3515 -4.5206
H -1.9233 -3.6891 -2.4695
H -0.8753 0.3242 0.7416
H -0.2212 -4.4705 -5.2322
*
```

Summary:
* orbital gap: 7.8 eV
* HOMO: -5.44 eV
* lowest unoccupied orbital energy: 2.329 eV

---

7.
ORCA calculation (wB97M-V/def2-TZVPD) on C16H25IN7O5Pt as an isolated structure.

```
! wB97M-V def2-TZVPD RIJCOSX def2/J DEFGRID3
* xyz 1 1
Pt -1.2530 0.0908 -0.1302
I -4.4148 -1.2408 -0.8546
O -1.7414 1.4002 -2.6017
O 1.1436 -2.2247 -3.2030
O -2.7108 0.7471 2.4099
O 1.2538 1.2230 -0.8013
O 0.1565 -0.6225 -1.3848
N -2.0430 1.4193 -1.4139
N 0.3537 0.1017 1.3451
N -2.5258 1.0395 1.0913
N 2.1635 -0.5280 2.6775
N -1.0770 -3.7246 2.3233
N -1.8184 -1.5662 1.7626
N 0.3527 -1.9412 2.4797
C 1.1752 0.2274 -1.5046
C -3.3947 3.4324 -1.6110
C -3.0487 2.1076 0.5919
C 4.2042 -0.6970 -4.3518
C 3.2688 0.7337 -2.6840
C -2.8001 2.3187 -0.8158
C 2.5577 -1.1602 3.9359
C -2.3605 -1.1813 -1.2923
C 0.9294 -0.7280 2.1471
C 2.8899 0.6766 2.2885
C -0.9117 -2.3917 2.1562
C 4.2699 0.4706 -3.5908
C -3.8839 3.0425 1.3941
C 3.1542 -1.5775 -4.2043
C 2.1920 -0.1452 -2.5124
C 2.1365 -1.3133 -3.2885
H -4.4078 3.6514 -1.2770
H -1.9698 -4.1395 2.1234
H 3.5624 -0.8281 4.1769
H 3.0889 -2.4827 -4.7921
H -3.6365 2.9727 2.4492
H -3.4205 3.1541 -2.6615
H 0.4991 -1.8922 -2.5558
H 2.6101 -2.2473 3.8601
H 0.9245 0.9146 1.1470
H -2.7971 4.3423 -1.5215
H 3.2827 1.6325 -2.0824
H -0.3061 -4.3492 2.4798
H 1.8929 -0.8873 4.7578
H -2.6856 -2.0343 1.5145
H -1.9188 -2.1472 -1.0664
H 0.9847 -2.6193 2.8679
H 3.9222 0.5732 2.6090
H -2.3847 -0.1825 2.4543
H 2.8965 0.7852 1.2036
H 2.4688 1.5780 2.7436
H 4.9820 -0.9169 -5.0712
H -3.7505 4.0642 1.0467
H -4.9377 2.7802 1.2720
H 5.0918 1.1610 -3.7157
H -2.2092 -0.8716 -2.3201
*
```

Summary:
* relative energy (zero: lowest compared OMol25 entry of this formula, charge and spin): 106.0 kJ/mol
* orbital gap: 6.8 eV
* HOMO: -10.61 eV
* lowest unoccupied orbital energy: -3.856 eV

---

8.
ORCA calculation (wB97M-V/def2-TZVPD) on C16H25N4O8Sm as an isolated structure at a distorted geometry.

```
! wB97M-V def2-TZVPD RIJCOSX def2/J DEFGRID3
* xyz -2 6
Sm 0.0000 0.0000 0.0000
O 2.1432 2.1443 3.1868
O -0.3383 -3.4354 2.6995
O 1.6315 0.7174 1.4256
O 0.5048 -1.7713 1.3188
O 1.8658 0.9614 -0.9401
O 2.5752 2.0651 -2.8645
O 1.4756 -1.3550 -1.1005
O 1.7784 -2.7992 -2.8970
N -2.0400 -0.9020 0.9179
N -0.9554 1.6095 1.5776
N -0.6753 1.9261 -1.3719
N -1.1379 -1.0199 -1.8738
C 1.3865 1.4520 2.4030
C -2.9466 0.2139 1.1263
C 1.1185 -2.0926 -2.0400
C -1.4076 2.8502 -0.5254
C -2.4985 -1.3583 -1.5063
C -0.0982 1.5718 2.7824
C -0.3554 -2.3313 2.0327
C -0.3991 -2.2563 -2.2189
C -0.9830 -0.0132 -2.9116
C -2.3422 1.3564 1.9513
C -2.5586 -1.8660 -0.0551
C 1.7726 1.7399 -1.9076
C -0.7769 2.8773 0.8744
C 0.5248 2.6296 -1.9025
C -1.4609 1.3789 -2.4688
C -1.7087 -1.5984 2.1735
H -1.5532 -0.3087 -3.8026
H -1.5919 -0.9263 3.0251
H -3.1865 -0.5160 -1.6070
H 0.0597 0.0653 -3.2394
H -3.8729 -0.1222 1.6114
H -1.4659 2.0497 -3.3386
H -2.4650 2.5805 -0.4419
H -2.9736 2.2488 1.8453
H 0.8126 3.4849 -1.2762
H -2.5178 1.3165 -2.1896
H -2.4367 1.0965 3.0143
H -1.2284 3.6982 1.4484
H -3.2540 0.6375 0.1668
H -0.2719 2.4545 3.4115
H -2.9093 -2.1247 -2.1780
H -0.6608 -3.0932 -1.5619
H 0.2838 3.1380 0.7892
H -2.5058 -2.3005 2.4519
H -2.0132 -2.8145 0.0084
H -1.7149 0.7209 -1.0115
H -1.4183 3.8639 -0.9499
H -0.6390 -2.5736 -3.2422
H -3.5999 -2.1230 0.1840
H -0.2993 0.6912 3.4004
H 0.3440 3.0554 -2.8980
*
```

Summary:
* orbital gap (alpha / beta): 4.2 / 4.2 eV
* HOMO (alpha / beta): 0.00 / -0.02 eV
* lowest unoccupied orbital energy (alpha / beta): 4.171 / 4.179 eV